10
Properties=species:S:1:pos:R:3:lowdin_charge:R:1 method="wB97M-V/def2-TZVPD" lumo_ev=1.112 smiles="C=C.N" e_homo_ev=-9.90 orbital_gap_ev=11.010 e_above_lowest_ev=1.2333
C 0.55398 2.08811 -2.17335 -0.073
C -0.14912 0.92926 -2.12064 -0.079
H 1.61573 1.99468 -2.09379 0.037
H 0.03114 2.85423 -2.73548 0.040
H 0.18070 0.03546 -1.61994 0.033
H -1.06729 0.77984 -2.68325 0.042
N -0.40421 -2.42300 3.40493 0.001
H -0.01959 -3.17686 3.95422 -0.001
H -0.91399 -1.74137 3.95153 0.000
H 0.36642 -1.88910 3.01909 -0.001

45
Properties=species:S:1:pos:R:3:lowdin_charge:R:1 method="wB97M-V/def2-TZVPD" lumo_ev=0.519 e_homo_ev=-9.40 orbital_gap_ev=9.919 e_above_lowest_ev=3.7304
O 0.54398 -3.80524 -2.13039 0.028
O -0.52541 -1.34848 2.06725 0.080
O 3.47201 1.85998 2.90802 0.097
O 2.60206 0.93717 -0.52773 -0.494
O 3.37858 -0.40448 3.40255 0.077
O -2.71506 -2.10718 -2.60288 -0.061
C -0.59576 -3.41452 -1.81082 -0.336
C 0.35761 -1.14544 1.25340 -0.445
C 2.83599 0.79364 2.97308 -0.475
C -1.18817 1.81609 -2.78981 -0.078
C -0.99359 0.95587 -3.82450 -0.087
C -1.91481 1.38867 -1.69753 -0.093
C -1.47820 -0.30854 -3.69880 -0.036
C -2.44759 0.11980 -1.52271 -0.017
C -2.25840 -0.76099 -2.59692 -0.243
N -0.65609 -2.77674 -0.55142 0.115
N 1.14945 -0.01302 1.29758 -0.128
S 2.54492 -0.36387 0.24743 1.038
C -1.67998 -3.08684 -2.89852 -0.072
C -0.78780 2.03304 1.82599 -0.045
C 0.62802 2.73831 3.83594 -0.072
C 1.45222 -1.39245 -0.83360 -0.254
C 0.62250 2.04411 2.43318 -0.359
C 0.53658 -2.23049 0.09999 -0.228
C 1.38889 0.73445 2.56754 -0.216
H 4.30887 -0.11295 3.58122 0.146
H -0.88466 2.78067 -2.77144 0.077
H -0.77866 1.29941 -4.83781 0.122
H -2.24351 2.13568 -0.97072 0.108
H -1.41244 -0.90525 -4.62344 0.123
H -3.18634 -0.29316 -0.78770 0.144
H -1.44154 -2.15184 -0.46819 0.107
H -1.12777 -2.88489 -3.83788 0.127
H -2.16294 -3.95628 -3.26053 0.114
H -1.21132 3.00542 1.74592 0.073
H -1.38480 1.39149 2.42277 0.070
H -0.72374 1.61967 0.78708 0.070
H 1.52942 2.82273 4.50883 0.094
H -0.15227 2.24196 4.45730 0.082
H 0.20372 3.74201 3.67585 0.077
H 2.02998 -2.11131 -1.46307 0.097
H 0.89605 -0.69861 -1.53274 0.119
H 1.20146 2.76965 1.84564 0.141
H 1.23683 -3.08277 0.53589 0.195
H 1.03174 0.12549 3.56670 0.218

5
Properties=species:S:1:pos:R:3:lowdin_charge:R:1 method="wB97M-V/def2-TZVPD" lumo_ev=0.371 e_homo_ev=-11.25 orbital_gap_ev=11.623 e_above_lowest_ev=2.6383
C 0.63152 0.19852 -0.31665 -0.324
F 1.68829 -0.55488 -0.51561 0.009
F 0.69576 1.08871 -1.33656 -0.026
H 0.82149 0.92234 0.52848 0.122
H -0.64734 -0.87595 -0.49002 0.219

18
Properties=species:S:1:pos:R:3:lowdin_charge:R:1 method="wB97M-V/def2-TZVPD" lumo_ev=0.538 smiles="CC(O)O.O=CCO" e_homo_ev=-10.37 orbital_gap_ev=10.907 e_above_lowest_ev=1.7852
C -1.28970 0.96539 -1.10838 -0.014
C -1.05593 0.80069 0.38374 -0.535
O -1.55026 -0.40509 0.91033 -0.023
O -1.62458 1.89425 1.03041 0.017
H -0.84342 1.89846 -1.43997 0.089
H -0.78456 0.15889 -1.63488 0.073
H -2.35833 0.96410 -1.31655 0.087
H 0.09972 0.58500 0.48148 0.133
H -2.47595 -0.50228 0.65010 0.104
H -1.49876 1.81698 1.98358 0.105
O 2.72875 0.31820 0.32573 0.046
C 1.90628 -0.43887 0.79417 -0.223
C 1.29931 -1.55183 -0.15178 -0.232
O 1.46958 -1.16789 -1.47881 -0.065
H 1.88572 -0.73014 1.85553 0.129
H 1.75867 -2.52289 0.06943 0.124
H 0.23701 -1.66488 0.10483 0.098
H 2.09644 -0.41809 -1.45896 0.087

74
Properties=species:S:1:pos:R:3:lowdin_charge:R:1 method="wB97M-V/def2-TZVPD" lumo_ev="-2.305 / -6.770" multiplicity=6 e_homo_ev="-9.41 / -9.71" charge=+1 orbital_gap_ev="7.106 / 2.937"
Fe 0.77840 -2.05916 -1.82072 0.687
C -2.85800 -2.99106 -1.38895 -0.215
C -2.45563 -1.92534 -2.22271 -0.176
C -0.73767 -3.46817 -2.13619 -0.300
C -1.81367 -3.91323 -1.29593 -0.180
C -1.10750 -2.15866 -2.64153 -0.313
C -4.23155 -3.21777 -0.88518 -0.051
H -4.71645 -2.27655 -0.60371 0.050
H -4.23389 -3.87436 -0.00279 0.079
H -4.87059 -3.69839 -1.64816 0.100
C -1.85361 -5.21983 -0.59726 -0.025
H -2.50438 -5.15216 0.28863 0.083
H -0.85286 -5.51113 -0.26776 0.079
H -2.24637 -6.02174 -1.24623 0.103
C 0.37022 -4.32641 -2.64587 -0.037
H 0.21297 -4.59395 -3.71190 0.110
H 0.38532 -5.27114 -2.07899 0.099
H 1.36632 -3.85146 -2.55299 0.061
C -0.33849 -1.27801 -3.55288 -0.073
H -0.44302 -1.62070 -4.58777 0.112
H 0.76432 -1.17203 -3.36424 0.063
H -0.76989 -0.27289 -3.49262 0.095
C -3.33532 -0.88794 -2.78248 -0.023
H -3.46306 -1.04101 -3.86637 0.104
H -2.92141 0.11523 -2.62578 0.058
H -4.33830 -0.92536 -2.33774 0.079
C -2.21876 -0.74473 2.01689 -0.080
C -3.39682 -0.81822 1.38385 -0.104
C -4.23577 0.30031 0.87335 -0.177
C -3.51122 1.62782 0.54931 -0.189
C -2.36122 1.58506 -0.42268 -0.100
C -1.03983 1.43771 -0.18401 -0.104
C -0.40225 0.71088 0.97164 -0.202
C -1.32549 0.45815 2.17506 -0.199
H -5.07195 0.53474 1.55842 0.127
H -3.25279 2.15966 1.47482 0.102
H -4.72640 -0.08007 -0.03440 0.093
H -1.92553 1.34217 2.38238 0.087
H -1.78571 -1.67130 2.42778 0.114
H -3.84727 -1.81150 1.28224 0.091
H -0.69316 0.29395 3.06635 0.105
H 0.07834 -0.26115 0.68892 0.109
H -0.32343 1.78916 -0.97383 0.109
H 0.45489 1.35909 1.29730 0.001
H -4.26742 2.25134 0.02764 0.118
H -2.65034 1.93887 -1.43315 0.103
P 2.10166 2.65621 1.96203 0.938
P 4.34795 2.40261 0.08536 0.927
C 3.48344 3.85670 2.33952 -0.401
C 4.75540 3.37552 1.64900 -0.439
H 3.62663 3.90428 3.42973 0.097
H 3.17749 4.85547 2.00014 0.088
H 5.40569 4.22646 1.39059 0.089
H 5.32483 2.69156 2.29559 0.084
C 6.11888 2.28103 -0.44176 -0.271
H 6.13379 1.93906 -1.48251 0.046
H 6.61828 1.53882 0.19359 0.050
H 6.65712 3.23391 -0.36534 0.060
C 3.92620 3.93761 -0.87137 -0.279
H 4.60482 4.76111 -0.60481 0.057
H 2.88926 4.23706 -0.67211 0.033
H 4.04341 3.70910 -1.93748 0.047
C 2.35689 1.60731 3.45038 -0.223
H 1.64986 0.76950 3.43186 0.042
H 2.20764 2.19549 4.36405 0.066
H 3.37882 1.20996 3.43665 0.057
C 0.73341 3.75385 2.52736 -0.226
H 0.65406 4.58655 1.81349 0.056
H 0.95345 4.15796 3.52255 0.067
H -0.22634 3.22119 2.55545 0.042
F 2.40854 -1.55432 0.55433 -0.047
C 1.75652 -2.59033 -0.12899 -0.512
F 2.73146 -3.56969 -0.35706 -0.017
F 0.89707 -3.18272 0.79998 -0.004

55
Properties=species:S:1:pos:R:3:lowdin_charge:R:1 method="wB97M-V/def2-TZVPD" lumo_ev="-2.070 / -4.785" multiplicity=5 e_homo_ev="-10.42 / -11.31" charge=+1 orbital_gap_ev="8.345 / 6.527"
Ir -0.18887 0.01746 -0.32054 1.203
C 2.03202 -0.97214 2.34420 -0.475
C 3.38597 -0.50045 1.83833 -0.493
S 3.38677 0.04976 0.10146 0.885
C 3.93176 1.78857 0.22668 -0.492
C 3.00942 2.76719 -0.49834 -0.488
S 1.20989 2.50182 -0.38270 0.843
C 0.85483 2.85040 1.36506 -0.487
C 1.28637 1.81501 2.39498 -0.455
S 0.59368 0.14046 2.12998 0.825
H 2.09542 -1.17528 3.41338 0.087
H 1.72204 -1.88437 1.83226 0.071
H 4.07080 -1.34518 1.90736 0.085
H 3.79568 0.29758 2.45292 0.071
H 4.92157 1.83641 -0.22481 0.079
H 4.03796 2.04771 1.27817 0.068
H 3.18479 2.73876 -1.57345 0.078
H 3.20110 3.78293 -0.15100 0.087
H -0.22634 2.98204 1.38012 0.054
H 1.31341 3.80958 1.60860 0.096
H 0.93238 2.13064 3.37633 0.090
H 2.36715 1.72337 2.43884 0.048
C -3.27152 -1.23840 0.62266 -0.077
N -2.15686 -1.56301 -0.26312 -0.340
C -2.62788 -1.64243 -1.65011 -0.069
C -1.49877 -2.80521 0.14287 -0.178
C -0.16927 -2.97057 -0.54871 -0.273
C 0.35473 -4.24916 -0.70748 -0.037
C 1.55747 -4.44136 -1.36773 -0.064
C 2.22255 -3.35273 -1.91346 -0.075
C 1.70576 -2.07521 -1.75255 -0.165
C 0.53430 -1.85737 -1.02977 -0.278
H -4.06630 -1.98981 0.54641 0.104
H -3.68612 -0.27043 0.34727 0.077
H -2.92827 -1.19073 1.65631 0.092
H -3.42318 -2.39057 -1.74623 0.104
H -1.80481 -1.91484 -2.30710 0.088
H -3.01857 -0.67357 -1.95871 0.082
H -2.13686 -3.66969 -0.08196 0.137
H -1.35535 -2.77920 1.22690 0.128
H -0.20003 -5.09862 -0.32490 0.120
H 1.95900 -5.43866 -1.49068 0.111
H 3.14021 -3.49509 -2.46930 0.111
H 2.22133 -1.24613 -2.21533 0.074
Br -5.12398 4.63261 -1.11457 0.765
C -3.73171 3.34998 -0.96521 -0.678
C -3.40824 2.84140 0.28167 -0.123
C -2.37725 1.91680 0.38431 -0.188
C -1.65795 1.49933 -0.74127 -0.391
C -2.01428 2.02655 -1.98050 -0.130
C -3.04833 2.94269 -2.10065 -0.115
H -3.95246 3.16129 1.16022 0.108
H -2.15938 1.50811 1.36805 0.088
H -1.47444 1.73610 -2.87470 0.106
H -3.32131 3.33571 -3.07048 0.108